Record 1
ORCA calculation (ωB97M-V/def2-TZVPD) on a single C9H10BNO3 molecule in a non-equilibrium geometry.

Values from the calculation:
* LUMO (spin up / spin down): -2.2 / -2.2 eV
* HOMO energy (spin up / spin down): -8.65 / -8.65 eV
* relative energy (zero: lowest compared OMol25 entry of this formula, charge and spin): 5.8109 eV

Last column: natural (NBO) charge in e.
Cartesian coordinates (Å):
B1 -0.313 0.551 -1.757  0.4480
C1 -0.018 -0.107 3.439  -0.1539
C2 0.990 -1.083 3.227  -0.1943
C3 -0.494 0.661 2.413  -0.1758
C4 1.257 -1.441 1.925  -0.1800
C5 -0.250 0.298 1.063  -0.0808
C6 0.612 -0.765 0.857  0.0313
C7 -0.766 1.097 -0.152  0.4088
C8 -1.615 -0.392 -2.285  -0.8572
C9 0.239 1.525 -2.855  -0.9133
N1 1.126 -1.147 -0.459  0.5380
O1 0.875 -0.425 -1.489  -0.3007
O2 -1.451 2.057 0.072  -0.5334
O3 2.077 -1.932 -0.509  -0.2942
H1 -0.305 -0.045 4.477  0.2229
H2 1.548 -1.506 4.098  0.2335
H3 -1.170 1.429 2.669  0.2426
H4 1.999 -2.117 1.706  0.2411
H5 -2.464 0.154 -2.717  0.2333
H6 -1.906 -1.122 -1.538  0.1966
H7 -1.184 -1.036 -3.046  0.2117
H8 -0.240 2.483 -2.677  0.2374
H9 0.171 1.238 -3.858  0.2241
H10 1.283 1.627 -2.602  0.2141

***

Record 2
ORCA calculation (ωB97M-V/def2-TZVPD) on a single C9H10ClN molecule in a non-equilibrium geometry.

Values from the calculation:
* LUMO: 0.9 eV
* HOMO energy: -9.20 eV
* SMILES string: N[C@@]1(Cl)CCc2ccccc21
* relative energy (zero: lowest compared OMol25 entry of this formula, charge and spin): 0.9852 eV

Last column: natural (NBO) charge in e.
Cartesian coordinates (Å):
C1 1.364 -0.324 2.515  -0.2100
C2 0.534 0.779 2.572  -0.1898
C3 1.252 -1.206 1.439  -0.2106
C4 -0.220 1.087 1.452  -0.2393
C5 0.500 -0.915 0.313  -0.0312
C6 -0.181 0.281 0.339  0.0251
C7 0.362 -1.589 -1.120  -0.4055
C8 -0.293 -0.473 -1.935  -0.4338
C9 -1.178 0.478 -1.140  0.1296
N1 -1.008 1.779 -1.700  -0.8408
Cl1 -2.836 0.038 -0.732  -0.0524
H1 1.989 -0.436 3.348  0.2148
H2 0.490 1.389 3.359  0.2029
H3 1.797 -2.175 1.314  0.2100
H4 -0.807 1.954 1.224  0.2070
H5 1.365 -1.776 -1.363  0.2171
H6 -0.093 -2.475 -0.996  0.2139
H7 0.498 0.123 -2.291  0.2352
H8 -0.891 -0.776 -2.883  0.2111
H9 -1.327 2.481 -1.085  0.3753
H10 -1.317 1.756 -2.632  0.3714